55
Properties=species:S:1:pos:R:3:forces:R:3 method="wB97M-V/def2-TZVPD" homo_lumo_gap_ev=9.50 e_above_lowest_kj_mol=0.0
C 5.554 -0.602 0.983 -0.13 0.22 0.02
C 4.843 0.561 1.668 0.10 -0.15 0.20
C 4.593 0.300 3.156 -0.03 0.40 -0.16
N 3.664 -0.789 3.364 0.56 -0.16 -0.17
C 2.405 -0.599 3.780 -0.30 -0.63 0.16
O 1.933 0.458 4.136 -0.25 0.33 0.09
C 1.571 -1.899 3.758 0.26 0.30 0.18
N 1.176 -2.206 2.405 -0.03 -0.21 -0.38
C 2.014 -2.800 1.490 0.43 0.10 0.77
O 3.153 -3.137 1.688 0.03 -0.23 -0.22
O 1.357 -2.933 0.313 0.09 -0.20 -0.40
C 0.110 -2.398 0.472 -0.80 0.53 0.52
C -0.914 -2.296 -0.444 0.57 -0.24 0.07
C -2.076 -1.690 0.007 -0.66 0.16 -0.40
S -3.420 -1.442 -1.162 0.12 0.09 0.12
O -3.333 -2.450 -2.174 0.34 0.02 -0.07
O -4.638 -1.291 -0.425 0.14 0.21 0.21
N -3.081 0.016 -1.875 -0.41 -0.90 0.27
C -1.940 0.044 -2.757 0.23 -0.08 -0.59
C -2.042 1.251 -3.693 0.31 0.06 0.16
C -0.840 1.306 -4.629 -0.28 -0.08 0.15
C -2.158 2.523 -2.851 -0.44 -0.24 -0.17
C -3.352 2.433 -1.898 0.29 0.07 0.19
C -3.467 3.678 -1.026 -0.06 -0.29 -0.16
C -3.204 1.180 -1.031 -0.37 0.47 0.24
C -2.214 -1.200 1.296 -0.17 0.02 -0.01
C -1.184 -1.307 2.218 0.29 -0.11 -0.05
C -0.019 -1.917 1.785 -0.44 -0.03 -0.63
H 6.500 -0.812 1.477 0.14 -0.06 0.03
H 4.948 -1.505 1.000 -0.02 -0.12 -0.04
H 5.759 -0.355 -0.056 0.05 -0.07 -0.11
H 3.887 0.752 1.177 -0.03 0.09 0.02
H 5.451 1.463 1.580 -0.04 0.06 -0.02
H 5.536 0.057 3.654 -0.04 0.08 0.01
H 4.155 1.183 3.627 0.13 -0.12 0.01
H 3.928 -1.692 2.991 -0.22 0.01 0.10
H 2.163 -2.733 4.145 -0.12 0.04 -0.03
H 0.674 -1.762 4.363 0.14 0.00 -0.04
H -0.846 -2.679 -1.447 0.08 -0.09 -0.16
H -1.955 -0.889 -3.320 0.18 0.09 -0.09
H -1.001 0.102 -2.181 0.02 0.02 -0.04
H -2.955 1.139 -4.284 -0.02 -0.03 0.02
H -0.779 0.399 -5.225 0.07 -0.09 -0.12
H -0.923 2.156 -5.302 0.04 0.08 -0.08
H 0.083 1.408 -4.061 0.14 0.02 0.05
H -2.272 3.390 -3.505 0.06 0.08 -0.01
H -1.242 2.659 -2.271 0.11 0.05 0.05
H -4.264 2.322 -2.492 -0.01 -0.04 0.01
H -4.326 3.602 -0.364 -0.10 0.06 0.12
H -3.586 4.564 -1.644 -0.01 0.12 -0.02
H -2.574 3.802 -0.417 0.11 0.05 0.09
H -4.087 1.028 -0.411 0.06 0.19 0.08
H -2.321 1.286 -0.379 -0.01 0.04 0.00
H -3.156 -0.752 1.569 -0.09 0.07 0.12
H -1.283 -0.924 3.220 -0.02 0.06 0.12